1.
The following is a quantum chemistry calculation of a structure of composition C19H15NO5PbS, from the OMol25 dataset.

Last column: Mulliken charge in e.
Geometry (Å):
Pb1 11.3310 5.2699 7.6837  1.413
O1 7.2650 4.8608 9.5590  -0.433
C1 8.5506 4.9550 9.3009  0.425
O2 9.0837 4.5492 8.2933  -0.588
C2 9.3409 5.5839 10.4140  0.507
C3 8.8451 5.7378 11.6935  -0.840
C4 9.8571 5.8870 12.6815  -0.629
C5 11.1839 6.1096 12.3949  -0.772
C6 11.5002 6.0508 11.0495  1.003
N1 10.6093 5.7841 10.1314  -0.048
C7 12.8764 6.2665 10.4246  0.557
O3 13.8457 6.7340 11.1774  -0.429
O4 13.0950 6.1354 9.2415  -0.540
H1 6.6685 4.7581 8.8111  0.416
H2 7.8317 5.5087 11.9104  0.609
H3 9.5836 6.0247 13.7044  0.454
H4 11.8334 6.3575 13.2093  0.289
H5 13.7375 6.7698 12.1515  0.326
O5 10.6659 7.3797 7.1568  -0.723
S1 9.7458 8.3169 8.0033  0.983
C8 10.4690 9.8888 8.0120  0.270
C9 10.5409 10.6984 6.8449  -0.242
C10 11.0842 11.9395 6.9390  -0.713
C11 11.5181 12.4034 8.2099  -0.427
C12 11.4034 11.6569 9.3257  -0.600
C13 10.8845 10.4103 9.2570  -0.198
C14 8.3172 8.4900 6.9322  0.311
C15 7.2741 9.2480 7.3109  -0.418
C16 6.1968 9.4047 6.5219  -0.473
C17 6.1514 8.8246 5.2423  -0.461
C18 7.1876 7.9493 4.8912  -0.677
C19 8.3388 7.8104 5.6962  -0.515
H6 10.2101 10.3060 5.8664  0.371
H7 11.0521 12.4946 6.0456  0.456
H8 12.0196 13.3742 8.2054  0.386
H9 11.8019 12.0369 10.2761  0.382
H10 10.9003 9.7619 10.1289  0.391
H11 7.3534 9.8700 8.2839  0.236
H12 5.4017 10.0085 6.9326  0.418
H13 5.3747 9.2102 4.5389  0.374
H14 7.1230 7.4803 3.9394  0.425
H15 9.1097 7.2093 5.4310  0.724

- HOMO level (Eh) = -0.543
- max |F| (eV/A) = 4.3
- gap between HOMO and LUMO (Ha) = 0.27424
- total charge = +2
- spin multiplicity = 1
- calculated total energy (a.u.) = -1754.50029



2.
The following is a quantum chemistry calculation of a structure of composition C19H16BF4N3Ru, from the OMol25 dataset.

Last column: Mulliken charge in e.
Geometry (Å):
Ru1 -0.1678 -0.1786 0.1005  0.577
N1 -0.6719 -2.1007 0.6662  -0.323
C1 -1.1439 -2.4128 -0.6294  1.079
C2 -2.4960 -2.7313 -0.8268  -1.135
C3 -2.9210 -3.0560 -2.0917  -0.655
C4 -2.0131 -3.0673 -3.1630  -0.701
C5 -0.6907 -2.7393 -2.9754  -1.025
C6 -0.2217 -2.3861 -1.7035  1.177
C7 1.1724 -1.9677 -1.4871  1.359
C8 2.2306 -2.3904 -2.2841  -0.886
C9 3.4921 -1.8492 -2.0933  -0.660
C10 3.7326 -0.8531 -1.1393  -0.813
C11 2.7035 -0.4223 -0.3323  -0.675
C12 1.4254 -0.9631 -0.5320  0.667
H1 -1.4265 -2.0516 1.3546  0.335
H2 0.0687 -2.6852 1.0512  0.322
H3 -3.1741 -2.7475 0.0169  0.503
H4 -3.9566 -3.3175 -2.2611  0.445
H5 -2.3609 -3.3285 -4.1533  0.448
H6 -0.0178 -2.7210 -3.8213  0.498
H7 2.0815 -3.1554 -3.0345  0.511
H8 4.3120 -2.2077 -2.7024  0.430
H9 4.7232 -0.4331 -1.0325  0.476
H10 2.8710 0.3394 0.4179  0.183
N2 -0.9680 3.8086 -0.3101  -0.028
C13 -0.8955 2.5891 -0.8325  -0.471
N3 -0.0340 1.8179 -0.1722  -0.099
C14 0.4771 2.6158 0.8649  1.072
C15 1.3592 2.3057 1.8952  -0.234
C16 1.6134 3.2969 2.8215  -1.103
C17 1.0130 4.5609 2.7306  -0.526
C18 0.1313 4.8775 1.7173  -0.968
C19 -0.1228 3.8707 0.7966  0.570
H11 -1.5454 4.5554 -0.6679  0.243
H12 -1.4590 2.2796 -1.6983  0.454
H13 1.8304 1.3362 1.9883  0.352
H14 2.2906 3.0974 3.6402  0.428
H15 1.2454 5.3060 3.4784  0.411
H16 -0.3328 5.8516 1.6512  0.431
F1 -3.5036 0.3839 3.1098  -0.179
B1 -2.7691 -0.6842 3.2579  0.558
F2 -1.0327 0.0985 1.7550  -0.575
F3 -1.9465 -0.8512 4.2594  -0.181
F4 -2.9020 -1.6900 2.3701  -0.293

- HOMO level (spin up / spin down) (Eh) = -0.545 / -0.544
- max |F| (eV/A) = 1.6
- gap between HOMO and LUMO (spin up / spin down) (Ha) = 0.21755 / 0.17575
- total charge = +2
- spin multiplicity = 1
- calculated total energy (a.u.) = -1416.68230



3.
The following is a quantum chemistry calculation of a structure of composition C19H16BeN4O3, from the OMol25 dataset.

Last column: Mulliken charge in e.
Geometry (Å):
Be1 -9.2251 11.3380 -0.6020  -0.151
O1 -13.6041 12.1368 -5.7111  -0.683
C1 -13.2301 13.0059 -4.9644  0.483
O2 -13.3820 14.2251 -4.9497  -0.710
C2 -12.2464 12.5388 -3.8461  -0.362
C3 -11.8114 13.3576 -2.8562  -0.819
C4 -10.8263 12.8972 -1.9898  1.054
N1 -10.1917 11.7503 -2.0880  0.190
C5 -10.5699 10.9583 -3.1582  1.036
C6 -11.6152 11.2891 -3.9417  -1.055
C7 -9.9345 9.6476 -3.5293  0.105
C8 -9.8673 9.3224 -4.9154  -0.867
C9 -9.5672 8.0314 -5.1949  -0.419
C10 -9.4154 7.0644 -4.1566  -0.793
C11 -9.3946 7.4830 -2.8606  -0.225
N2 -9.6671 8.7710 -2.5791  -0.008
C12 -10.3937 13.6676 -0.7509  -0.150
C13 -10.9310 14.8611 -0.3346  -0.531
C14 -10.5109 15.4718 0.8554  -0.487
C15 -9.5096 14.8630 1.5907  -0.738
C16 -8.9349 13.6658 1.0813  0.008
N3 -9.4137 13.0941 -0.0071  0.100
H1 -12.2616 14.3333 -2.7090  0.473
H2 -11.8775 10.7156 -4.7742  0.881
H3 -10.0143 10.0260 -5.7506  0.508
H4 -9.4903 7.6201 -6.2261  0.342
H5 -9.4283 6.0456 -4.3686  0.452
H6 -9.2757 6.7429 -2.1060  0.368
H7 -11.7103 15.3270 -0.8523  0.454
H8 -10.9528 16.4435 1.1042  0.410
H9 -9.0469 15.3377 2.4456  0.386
H10 -8.1020 13.0841 1.5332  0.451
N4 -10.2287 8.1736 1.0568  -0.388
C17 -9.5935 9.1972 0.5341  0.960
O3 -10.2530 10.2439 0.3049  -0.749
C18 -8.1339 9.1965 0.2505  -1.372
C19 -7.8458 10.3935 -0.6676  -0.430
H11 -11.2034 8.2800 0.9536  0.254
H12 -9.7964 7.2862 1.1806  0.228
H13 -7.8381 8.2877 -0.2368  0.368
H14 -7.7113 9.2004 1.2148  0.487
H15 -7.7055 10.0520 -1.7743  0.216
H16 -6.9051 10.8971 -0.4757  0.724

- HOMO level (Eh) = -0.284
- max |F| (eV/A) = 2.6
- gap between HOMO and LUMO (Ha) = 0.25797
- spin multiplicity = 1
- calculated total energy (a.u.) = -1193.22262



4.
The following is a quantum chemistry calculation of a structure of composition C19H16BeNO6S, from the OMol25 dataset.

Last column: Mulliken charge in e.
Geometry (Å):
Be1 -1.1027 -1.9015 -0.9414  0.079
O1 0.0621 -2.2029 -2.2000  -0.412
C1 1.2243 -2.5834 -1.8668  0.105
C2 1.6352 -3.0740 -0.6050  0.610
C3 3.0198 -3.4140 -0.3580  -0.468
C4 3.3323 -3.8703 0.8529  0.134
C5 2.3980 -3.9482 1.9262  -0.516
C6 1.1448 -3.5293 1.7520  -0.630
C7 0.6593 -3.0368 0.4743  0.565
O2 -0.5459 -2.6213 0.3442  -0.738
N1 4.7549 -4.2961 0.9877  0.917
O3 5.0027 -5.2248 1.7547  -0.552
O4 5.5981 -3.7685 0.3308  -0.553
H1 2.0018 -2.5738 -2.6027  0.443
H2 3.7033 -3.3574 -1.2277  0.404
H3 2.6154 -4.5213 2.8722  0.372
H4 0.4173 -3.5117 2.5860  0.403
O5 -1.1689 -0.1969 -0.8451  -0.280
S1 -1.4525 0.7031 0.3603  0.252
C8 -2.5116 2.0295 -0.1936  0.706
C9 -2.0304 2.9958 -1.0382  -0.091
C10 -2.8749 3.9960 -1.5442  -0.693
C11 -4.2157 3.9270 -1.2055  -0.410
C12 -4.7002 2.9538 -0.3217  -0.614
C13 -3.8392 2.0221 0.2411  -0.457
C14 0.0419 1.5944 0.6281  0.273
C15 1.0102 1.7852 -0.3494  -0.180
C16 2.0691 2.6894 -0.2125  -0.538
C17 2.2522 3.3478 0.9724  -0.416
C18 1.2036 3.2602 1.9178  -0.647
C19 0.1174 2.4271 1.7203  -0.326
H5 -0.9108 3.0894 -1.2952  0.161
H6 -2.4516 4.7874 -2.0698  0.492
H7 -4.8188 4.6764 -1.6320  0.431
H8 -5.6660 3.0300 0.1614  0.351
H9 -4.2029 1.3445 1.0286  0.391
H10 0.9200 1.1731 -1.3049  0.310
H11 2.7661 2.7984 -1.0987  0.339
H12 3.1148 3.9521 1.1060  0.459
H13 1.2485 3.8113 2.8697  0.348
H14 -0.6449 2.2527 2.4187  0.517
O6 -2.7112 -2.2776 -1.3908  -0.202
H15 -3.3082 -2.8142 -0.8812  0.345
H16 -3.1563 -1.9226 -2.1210  0.315

- HOMO level (Eh) = -0.438
- max |F| (eV/A) = 2.9
- energy relative to the best compared isomer or geometry (same formula, charge and spin) (kJ/mol) = 41.1
- gap between HOMO and LUMO (Ha) = 0.31045
- total charge = +1
- spin multiplicity = 1
- calculated total energy (a.u.) = -1652.55864



5.
The following is a quantum chemistry calculation of a structure of composition C19H16BrIrN4O2, from the OMol25 dataset.

Last column: Mulliken charge in e.
Geometry (Å):
Ir1 0.4887 1.5838 -0.4413  1.714
O1 -4.7198 0.4865 0.0050  -0.477
C1 -4.4171 0.5930 1.2534  0.452
C2 -5.4797 0.5327 2.1999  -0.563
C3 -5.2085 0.6028 3.5324  -0.475
C4 -3.8730 0.7311 3.9707  -0.554
C5 -2.8180 0.8306 3.0529  -0.432
C6 -3.0584 0.7642 1.7012  0.475
C7 -1.9626 0.8866 0.7419  0.853
O2 -0.7752 1.2588 1.1447  -0.929
N1 -2.1970 0.6035 -0.5185  -0.951
N2 -1.1270 0.8169 -1.2824  0.050
C8 -0.9865 0.3192 -2.5445  -0.560
C9 0.2479 0.5705 -3.1392  0.750
C10 0.5926 0.2294 -4.4658  -0.965
C11 1.8454 0.5165 -4.9374  -0.149
C12 2.7685 1.1690 -4.1026  -0.810
C13 2.4039 1.4770 -2.8129  0.153
N3 1.1914 1.1810 -2.3214  -0.258
H1 -3.8954 0.4705 -0.5533  0.526
H2 -6.4889 0.4293 1.8230  0.484
H3 -6.0132 0.5547 4.2524  0.434
H4 -3.6584 0.7539 5.0308  0.448
H5 -1.8004 0.9594 3.3934  0.500
H6 -1.7898 -0.2335 -3.0092  0.485
H7 -0.1468 -0.2572 -5.0864  0.404
H8 2.1286 0.2477 -5.9457  0.457
H9 3.7546 1.4323 -4.4550  0.405
H10 3.0978 1.9805 -2.1532  0.400
C14 2.9190 -3.6725 1.0258  -1.356
C15 2.9243 -2.1763 1.0564  0.390
C16 3.8839 -1.4346 1.7387  -0.324
C17 3.8453 -0.0449 1.7412  -0.605
C18 2.8195 0.5416 1.0426  0.492
Br1 2.5468 2.4372 0.8950  -0.095
N4 1.8935 -0.1338 0.3825  -0.497
C19 1.9329 -1.4602 0.3821  -0.364
H11 3.7638 -4.0853 1.5712  0.377
H12 2.9571 -4.0374 -0.0013  0.351
H13 1.9994 -4.0587 1.4679  0.339
H14 4.6743 -1.9441 2.2751  0.408
H15 4.5813 0.5489 2.2650  0.472
H16 1.1555 -1.9705 -0.1749  0.543

- HOMO level (spin up / spin down) (Eh) = -0.455 / -0.538
- max |F| (eV/A) = 2.2
- gap between HOMO and LUMO (spin up / spin down) (Ha) = 0.24383 / 0.19990
- total charge = +2
- spin multiplicity = 5
- calculated total energy (a.u.) = -3780.82657